# 1
# C9H17N3O5

A cluster of 2 separate species, C9H17N3O5 in total in a non-equilibrium geometry (wB97M-V/def2-TZVPD, the OMol25 dataset).

XYZ file:
```
34
Properties=species:S:1:pos:R:3:lowdin_charge:R:1
H 3.04 0.33 1.33 0.1536
H -3.70 -1.06 0.84 0.1093
C -0.70 -1.86 -0.08 -0.1676
H -2.09 -2.60 1.33 0.1084
N -0.91 -0.38 0.16 -0.0236
O 0.79 1.84 1.32 0.0382
H -3.71 -1.45 -0.85 0.1165
H 3.14 1.64 -0.88 0.1171
O -2.06 2.06 0.62 0.1145
H 1.72 3.55 -1.22 0.1406
H -2.30 -3.36 -0.28 0.1230
H -0.22 0.29 -0.18 0.1090
C -2.13 -0.12 -0.36 -0.3471
C 2.84 -0.03 0.35 -0.2835
O 0.77 -0.85 1.13 -0.0480
C 1.40 2.13 0.28 -0.4865
H 0.58 3.99 0.04 0.1184
H -4.33 2.09 -0.07 0.0877
N 1.17 3.28 -0.37 0.1786
H -2.05 -0.03 -1.49 0.1769
H 3.85 -0.94 -1.12 0.0680
C 1.84 -1.17 0.41 -0.5131
O -4.05 1.21 -0.15 0.1126
H 1.74 0.74 -1.27 0.1317
C 2.29 1.14 -0.45 -0.0670
O 2.05 -2.26 -0.02 0.1163
N 4.08 -0.41 -0.32 0.0799
H -0.03 -2.42 0.45 0.0685
H 0.70 0.19 1.41 0.1508
C -3.06 -1.27 0.00 -0.1153
C -2.71 1.16 0.12 -0.4355
C -2.08 -2.42 0.26 -0.1388
H 4.56 -1.01 0.25 0.0470
H -0.43 -2.00 -1.22 0.1593
```

Computed properties:
frontier orbital gap = 8.83 eV
SMILES string = NC(=O)C[C@H](N)C(=O)O.O=C(O)[C@@H]1CCCN1
HOMO level = -8.375 eV

***

# 2
# C21H21AsN3SW

A structure of composition C21H21AsN3SW (wB97M-V/def2-TZVPD, the OMol25 dataset).

XYZ file:
```
48
Properties=species:S:1:pos:R:3:mulliken_spin:R:1
C -5.47 1.47 0.77 -0.0007
C 3.57 0.79 -3.36 0.0168
H -4.46 -1.41 2.09 0.0002
C 1.46 3.79 -2.76 0.0008
H -3.75 -2.24 0.67 0.0000
H -3.39 -0.69 -2.02 -0.0001
C 1.64 1.69 -1.60 -0.0243
H -5.50 -1.89 0.72 0.0004
N 0.71 -0.69 2.09 0.0608
C 1.64 -1.60 1.67 -0.0309
C 0.19 3.33 -0.80 -0.0176
H -5.11 -0.24 -2.11 0.0006
H 1.76 4.45 -3.57 -0.0007
H -3.87 1.04 -2.13 0.0001
N 1.68 -0.21 -0.22 -0.1751
C 3.17 -0.02 -2.27 -0.0544
C 2.03 -2.68 2.49 0.0051
C 3.03 2.02 -3.57 -0.0633
C 3.49 -3.41 0.73 0.0158
C 2.04 2.51 -2.68 0.0039
H 0.11 5.19 -1.85 0.0008
H 3.30 -4.43 2.59 0.0001
H -5.27 2.43 0.29 0.0000
H 1.77 -3.56 4.44 -0.0007
H -0.50 -0.02 3.63 -0.0071
H 3.53 -2.26 -1.05 0.0044
C 0.57 -1.80 4.20 0.0062
H 0.15 -1.83 5.20 0.0007
C 2.21 0.41 -1.38 -0.0204
H 4.33 0.40 -4.03 -0.0007
H -0.54 3.62 -0.05 -0.0046
C 2.19 -1.39 0.39 -0.0149
C 0.21 -0.78 3.33 -0.0197
C 3.10 -2.32 -0.07 -0.0515
As -4.21 0.16 0.17 0.0000
C -4.51 -1.54 1.01 0.0011
H 4.21 -4.10 0.32 -0.0009
C 2.98 -3.59 1.98 -0.0624
S -2.25 0.89 0.90 -0.0172
N 0.70 2.09 -0.71 0.0513
H 3.35 2.64 -4.39 0.0002
C 0.55 4.20 -1.82 0.0049
W 0.04 0.58 0.58 2.3873
H -6.46 1.11 0.49 -0.0009
C -4.13 0.06 -1.74 0.0022
H -5.41 1.57 1.85 0.0005
H 3.66 -0.97 -2.18 0.0030
C 1.47 -2.76 3.78 0.0008
```

Computed properties:
frontier orbital gap (alpha / beta) = 6.09 / 6.61 eV
spin multiplicity = 3
net charge = +3
HOMO level (alpha / beta) = -17.121 / -17.001 eV